C11H8Cl2N2O3SeTiYb | wB97M-V/def2-TZVPD

XYZ file:
```
29
Properties=species:S:1:pos:R:3:forces:R:3
Yb -4.219 5.349 -3.521 0.773 -0.097 -0.234
Ti -1.308 -0.080 -1.020 -1.141 -2.528 -3.745
Cl -2.378 4.660 -2.236 -0.848 0.188 -0.519
Cl -3.087 -1.316 -1.484 0.879 0.665 0.241
C -1.444 0.601 0.765 0.799 3.239 10.648
C -4.191 7.308 -2.088 0.727 3.929 4.000
C -6.073 5.632 -1.944 -3.751 0.078 4.631
O -1.302 0.915 1.906 -1.146 -1.811 -6.889
O -4.161 8.039 -1.201 -0.136 -3.009 -3.869
O -6.742 5.787 -1.019 2.876 -0.637 -4.250
C 1.197 -2.628 -1.790 -0.040 -1.153 -0.930
N 1.474 -1.738 -0.693 -0.637 0.440 1.346
C 0.889 -0.461 -0.568 2.158 -0.204 -0.364
Se 0.578 0.663 -2.219 0.612 -0.408 1.017
N 1.416 0.014 0.627 0.653 -0.658 0.786
C 2.066 -0.998 1.325 -1.370 1.226 -0.123
C 2.332 -1.125 2.681 0.647 -0.183 1.521
C 2.657 -2.397 3.188 -0.188 2.108 -0.150
C 2.681 -3.521 2.348 -0.127 -0.363 -1.813
C 2.370 -3.401 0.990 0.578 -0.716 0.521
C 2.076 -2.123 0.497 -1.142 -0.076 -1.701
H 1.811 -3.538 -1.657 -0.345 0.514 -0.198
H 1.450 -2.174 -2.766 -0.102 -0.147 0.596
H 0.135 -2.928 -1.770 0.419 0.052 -0.106
H 1.344 0.962 0.993 -0.107 -0.228 -0.280
H 2.259 -0.239 3.321 0.149 -0.487 -0.060
H 2.889 -2.524 4.246 -0.146 0.152 -0.255
H 2.942 -4.485 2.774 -0.142 0.038 -0.184
H 2.339 -4.256 0.316 0.099 0.076 0.361
```
Forces are in eV/Å.

For the energy above the lowest of the compared OMol25 structures with the same formula, charge and spin, the calculation gives 0.0000 eV. The spin multiplicity is 3. The molar mass is 587.0 g/mol. Its charge is +4. The value obtained for the total energy is -6087.59197 a.u. The calculation puts the HOMO-LUMO gap (alpha / beta) at 0.1750 / 0.1119 Ha.

natural (NBO) charges, unit e, in atom order:
1. Yb 2.20
2. Ti 1.01
3. Cl -0.49
4. Cl -0.23
5. C 0.42
6. C 0.36
7. C 0.35
8. O -0.28
9. O -0.22
10. O -0.20
11. C -0.45
12. N -0.26
13. C -0.03
14. Se 0.16
15. N -0.47
16. C 0.18
17. C -0.23
18. C -0.08
19. C -0.10
20. C -0.23
21. C 0.24
22. H 0.27
23. H 0.27
24. H 0.24
25. H 0.46
26. H 0.27
27. H 0.28
28. H 0.28
29. H 0.27